[1]
The following is a DFT calculation (ωB97M-V/def2-TZVPD) of C28H40BBrCaI2N7OS3Sb as an isolated structure in a non-equilibrium geometry.

Each line ends with the Löwdin charge.
CARTESIAN COORDINATES (ANGSTROEM)
Ca1 12.499 15.884 8.951  0.699
C1 18.635 16.105 10.392  -0.061
C2 17.177 15.965 10.839  -0.211
N1 16.588 14.646 10.437  -0.096
C3 16.898 13.579 11.362  -0.195
C4 15.753 13.299 12.341  -0.046
C5 15.777 14.509 9.420  -0.752
S1 15.360 15.781 8.365  0.541
N2 15.315 13.269 9.152  0.091
C6 14.075 12.971 9.254  -0.596
O1 13.130 13.774 9.661  -0.310
C7 13.745 11.537 8.974  -0.149
C8 12.493 11.025 9.330  -0.055
C9 12.103 9.774 8.935  -0.097
C10 12.958 8.941 8.198  -0.097
C11 14.206 9.393 7.900  -0.096
C12 14.601 10.691 8.245  -0.022
H1 19.087 17.009 10.842  0.086
H2 18.625 16.219 9.308  0.076
H3 19.271 15.319 10.652  0.045
H4 16.526 16.727 10.418  0.052
H5 17.006 16.049 11.940  0.130
H6 17.723 13.936 11.998  0.118
H7 17.166 12.694 10.820  0.116
H8 15.356 14.175 12.762  0.059
H9 16.151 12.661 13.138  0.083
H10 14.949 12.788 11.808  0.069
H11 11.904 11.818 9.780  0.067
H12 11.139 9.304 9.224  0.114
H13 12.681 7.941 7.896  0.101
H14 14.913 8.672 7.411  0.119
H15 15.570 11.055 7.977  0.099
C13 6.611 17.682 8.533  -0.014
N3 7.382 17.245 9.672  -0.141
C14 6.770 16.756 10.801  -0.060
C15 7.745 16.257 11.570  -0.094
N4 8.950 16.378 10.893  -0.025
B1 10.387 16.123 11.598  -0.456
N5 10.895 17.578 12.006  0.012
C16 10.006 18.491 12.592  -0.049
C17 10.661 19.651 12.783  -0.034
N6 11.973 19.440 12.340  -0.143
C18 12.914 20.487 12.117  -0.041
C19 12.084 18.204 11.869  -0.751
S2 13.494 17.574 11.146  0.582
C20 8.693 17.051 9.727  -0.802
S3 9.910 17.358 8.624  0.559
H16 6.825 18.738 8.518  0.093
H17 5.599 17.495 8.720  0.070
H18 6.996 17.191 7.597  0.101
H19 5.707 16.865 10.881  0.117
H20 7.790 15.858 12.567  0.115
H21 11.118 15.391 11.006  0.017
H22 10.055 15.490 12.651  0.088
H23 8.993 18.228 12.864  0.117
H24 10.415 20.610 13.249  0.124
H25 13.193 20.545 11.064  0.080
H26 13.827 20.302 12.697  0.098
H27 12.355 21.304 12.457  0.067
I1 13.407 14.181 6.283  0.308
I2 11.409 13.906 4.596  0.099
Br1 11.484 18.051 5.241  0.739
C21 12.532 19.052 6.414  -0.765
C22 12.664 20.420 6.294  -0.116
C23 13.545 21.110 7.125  -0.055
C24 14.281 20.384 8.037  -0.067
C25 14.138 19.017 8.066  -0.200
N7 13.280 18.340 7.298  0.020
H28 12.102 20.937 5.505  0.108
H29 13.644 22.178 6.954  0.112
H30 15.022 20.809 8.693  0.107
H31 14.820 18.430 8.647  0.026
C26 7.846 14.248 7.854  -0.304
Sb1 9.824 13.527 8.451  1.257
C27 9.917 11.684 7.369  -0.359
C28 9.216 12.655 10.343  -0.294
H32 7.324 13.372 7.488  -0.005
H33 8.036 14.962 7.047  -0.013
H34 7.412 14.783 8.691  -0.020
H35 9.176 11.723 6.569  -0.003
H36 9.782 10.814 8.008  -0.005
H37 10.853 11.692 6.829  -0.053
H38 8.340 11.999 10.240  0.015
H39 9.017 13.459 11.025  -0.029
H40 10.071 12.035 10.640  -0.010

Output
Total energy   -6856.3755 Ha
Energy above the lowest of the compared OMol25 structures with the same formula, charge and spin   0.2779 eV
LUMO level   -0.807 eV

[2]
The following is a DFT calculation (ωB97M-V/def2-TZVPD) of C28H40BrF9I2N4O12PS4 as an isolated structure in a non-equilibrium geometry.

Each line ends with the Löwdin charge.
CARTESIAN COORDINATES (ANGSTROEM)
C1 -4.260 -3.132 8.073  -0.089
C2 -3.469 -2.137 7.125  -0.229
N1 -3.152 -2.878 5.879  -0.106
C3 -2.166 -2.120 5.024  -0.137
C4 -2.867 -1.943 3.610  -0.075
C5 -1.816 -1.431 2.521  -0.283
O1 -0.758 -2.390 2.639  -0.237
S1 0.004 -3.084 1.455  0.533
O2 1.442 -2.937 1.663  -0.370
O3 -0.259 -4.523 1.445  -0.313
C6 -0.377 -2.316 -0.146  -0.466
P1 0.041 -3.697 -1.391  0.650
O4 -0.163 -3.131 -2.959  -0.371
Br1 2.303 -4.039 -1.316  0.319
C7 -1.796 -1.616 -0.240  -0.296
C8 -1.437 -0.478 -1.325  -0.166
C9 -2.626 0.203 -2.074  -0.189
C10 -2.138 1.662 -2.508  -0.209
C11 -1.598 1.583 -3.978  -0.206
C12 -0.150 0.976 -4.105  -0.216
C13 0.944 1.793 -3.329  -0.238
C14 2.366 1.087 -3.507  -0.420
S2 2.987 0.496 -1.873  0.905
C15 3.818 1.868 -1.095  -0.604
N2 4.509 2.871 -1.631  0.033
N3 4.943 3.724 -0.689  0.055
C16 4.508 3.232 0.473  -0.143
O5 3.821 2.086 0.261  -0.048
C17 -2.811 -2.519 -1.042  -0.132
C18 -3.106 -3.985 -0.557  -0.055
C19 -2.957 -5.149 -1.567  -0.553
F1 -4.130 -5.880 -1.624  0.081
F2 -2.651 -4.831 -2.853  0.099
F3 -2.018 -6.065 -1.158  0.073
C20 -2.369 -0.949 1.129  -0.214
C21 -3.955 -0.994 1.170  -0.253
O6 -4.528 -2.300 1.344  -0.207
O7 -5.809 -2.178 1.847  -0.005
C22 -2.173 0.663 1.129  -0.531
I1 -3.799 2.078 0.713  1.061
C23 -1.020 1.342 1.360  -0.739
C24 -0.916 2.903 1.379  -0.244
I2 0.858 0.404 1.717  1.186
C25 -2.462 -4.120 6.259  -0.490
C26 -2.859 -5.454 5.573  0.013
O8 -1.558 -4.138 7.053  0.095
H1 -4.874 -3.838 7.463  0.078
H2 -3.546 -3.679 8.735  0.076
H3 -4.971 -2.595 8.743  0.070
H4 -4.186 -1.307 6.897  0.118
H5 -2.549 -1.747 7.632  0.119
H6 -1.931 -1.116 5.452  0.132
H7 -1.253 -2.749 4.984  0.124
H8 -3.278 -2.942 3.359  0.123
H9 -3.648 -1.175 3.817  0.129
H10 -1.461 -0.532 3.098  0.107
H11 0.446 -1.580 -0.347  0.045
H12 -0.261 -3.941 -3.492  0.055
H13 -0.618 0.191 -0.982  0.083
H14 -0.915 -1.071 -2.128  0.089
H15 -2.798 -0.321 -3.050  0.113
H16 -3.609 0.225 -1.567  0.051
H17 -1.346 2.028 -1.818  0.083
H18 -3.002 2.373 -2.523  0.092
H19 -1.544 2.596 -4.459  0.113
H20 -2.279 0.992 -4.645  0.109
H21 -0.103 -0.119 -3.884  0.098
H22 0.116 1.070 -5.194  0.119
H23 0.992 2.792 -3.817  0.120
H24 0.734 1.836 -2.239  0.072
H25 2.245 0.192 -4.156  0.079
H26 3.084 1.828 -3.917  0.085
H27 4.703 3.745 1.427  0.138
H28 -3.811 -2.047 -1.210  0.121
H29 -2.409 -2.569 -2.088  0.106
H30 -4.178 -4.043 -0.243  0.124
H31 -2.520 -4.238 0.355  0.117
H32 -4.359 -0.393 2.021  0.086
H33 -4.395 -0.653 0.195  0.077
H34 -6.344 -1.737 1.155  0.115
H35 -1.195 3.362 0.406  0.049
H36 -1.599 3.347 2.148  0.055
H37 0.111 3.236 1.634  0.049
H38 -3.966 -5.546 5.581  0.080
H39 -2.343 -6.320 6.041  0.088
H40 -2.503 -5.404 4.510  0.091
C27 9.070 7.713 -6.102  -0.667
F4 9.002 8.845 -6.820  0.116
F5 9.071 6.692 -6.980  0.108
F6 10.278 7.700 -5.507  0.109
S3 7.703 7.579 -4.890  0.566
O9 6.508 7.583 -5.695  -0.296
O10 7.870 8.725 -4.033  -0.295
N4 8.130 6.180 -4.278  -0.297
S4 7.176 5.647 -3.126  0.555
O11 5.861 5.227 -3.535  -0.304
O12 7.228 6.363 -1.877  -0.298
C28 8.077 4.085 -2.796  -0.662
F7 9.352 4.304 -2.418  0.106
F8 8.141 3.297 -3.887  0.107
F9 7.508 3.353 -1.825  0.103

Output
Total energy   -8214.9221 Ha
Charge   -1
LUMO level   0.453 eV

[3]
The following is a DFT calculation (ωB97M-V/def2-TZVPD) of C28H40Cl3N2OPtSbSi3 as an isolated structure.

Each line ends with the Löwdin charge.
CARTESIAN COORDINATES (ANGSTROEM)
Pt1 -0.030 1.656 0.242  0.964
C1 2.049 -2.744 -1.214  -0.319
Sb1 0.861 -1.043 -1.766  1.430
C2 1.480 0.443 -0.323  -0.656
C3 2.298 0.035 0.860  -0.450
C4 2.092 0.586 2.132  -0.078
C5 2.924 0.236 3.175  -0.056
C6 3.958 -0.660 2.942  -0.068
C7 4.104 -1.146 1.655  -0.134
N1 3.313 -0.808 0.641  0.085
Si1 2.538 1.741 -1.280  0.389
C8 3.155 3.012 -0.043  -0.159
C9 4.000 0.914 -2.120  -0.181
C10 1.547 2.608 -2.622  -0.189
C11 -1.133 -1.663 -0.974  -0.555
C12 -2.008 -0.474 -0.858  -0.393
C13 -3.408 -0.643 -0.896  -0.074
C14 -4.268 0.409 -1.072  -0.031
C15 -3.733 1.685 -1.229  -0.043
C16 -2.382 1.830 -1.073  -0.124
N2 -1.540 0.796 -0.821  -0.070
Si2 -1.143 -2.720 0.615  0.467
C17 -2.855 -2.789 1.399  -0.166
C18 -0.647 -4.507 0.306  -0.166
C19 -0.030 -1.989 1.929  -0.152
Si3 -1.838 -2.646 -2.494  0.434
C20 -2.205 -1.421 -3.873  -0.165
C21 -0.638 -3.916 -3.192  -0.187
C22 -3.413 -3.637 -2.172  -0.168
H1 3.073 -2.463 -1.447  -0.002
H2 1.763 -3.604 -1.814  -0.014
H3 2.001 -2.980 -0.157  -0.013
H4 1.269 1.271 2.317  0.065
H5 2.766 0.657 4.159  0.112
H6 4.634 -0.968 3.727  0.099
H7 4.901 -1.843 1.416  0.107
H8 3.819 2.574 0.704  0.036
H9 2.334 3.514 0.473  0.007
H10 3.716 3.786 -0.574  0.039
H11 4.560 0.285 -1.429  0.020
H12 4.673 1.674 -2.522  0.032
H13 3.668 0.292 -2.954  0.021
H14 0.707 3.169 -2.211  0.016
H15 1.171 1.912 -3.375  0.017
H16 2.205 3.316 -3.132  0.034
H17 -3.792 -1.647 -0.812  0.068
H18 -5.336 0.242 -1.108  0.119
H19 -4.344 2.552 -1.426  0.113
H20 -1.919 2.808 -1.087  0.106
H21 -3.625 -3.231 0.766  0.023
H22 -3.196 -1.805 1.724  0.038
H23 -2.776 -3.414 2.292  0.040
H24 -1.366 -5.055 -0.301  0.022
H25 -0.613 -4.995 1.284  0.042
H26 0.334 -4.617 -0.145  0.013
H27 -0.214 -0.919 2.057  0.016
H28 1.029 -2.120 1.722  0.021
H29 -0.246 -2.481 2.882  0.046
H30 -1.346 -0.784 -4.088  0.017
H31 -3.060 -0.783 -3.649  0.030
H32 -2.439 -1.977 -4.783  0.039
H33 0.254 -3.480 -3.641  0.019
H34 -1.178 -4.432 -3.989  0.038
H35 -0.336 -4.668 -2.466  0.020
H36 -4.308 -3.037 -2.013  0.028
H37 -3.323 -4.341 -1.344  0.023
H38 -3.585 -4.224 -3.077  0.039
Cl1 -0.462 6.454 6.070  0.654
C23 -0.434 5.586 4.565  -0.681
C24 -0.883 4.281 4.520  -0.143
C25 -0.857 3.599 3.315  -0.588
Cl2 -1.421 1.962 3.274  0.695
C26 -0.394 4.178 2.119  -0.488
O1 -0.354 3.578 0.960  -0.318
C27 0.053 5.512 2.234  -0.584
Cl3 0.652 6.288 0.805  0.704
C28 0.038 6.212 3.422  -0.137
H39 -1.253 3.791 5.409  0.103
H40 0.392 7.231 3.455  0.105

Output
Total energy   -3884.3743 Ha
Energy above the lowest of the compared OMol25 structures with the same formula, charge and spin   1.6410 eV
LUMO level   -0.673 eV